Computed, not measured: C6H10O as an isolated structure, with ωB97M-V/def2-TZVPD.

Structure (XYZ):
```
17
Properties=species:S:1:pos:R:3:forces:R:3
C -2.104 -0.409 0.245 0.01 -0.03 0.01
C -0.788 -0.351 0.923 -0.17 -0.15 -0.28
C 0.774 1.000 -1.411 -0.05 0.04 -0.02
C 1.131 -0.371 -0.836 0.05 -0.05 -0.03
C 0.641 -0.569 0.594 0.06 -0.03 -0.18
C 0.861 0.485 1.699 0.14 -0.24 0.18
O -0.549 0.417 1.948 -0.14 0.25 0.21
H -2.875 -0.001 0.905 0.11 -0.06 -0.07
H -2.100 0.177 -0.685 0.00 -0.06 0.13
H -2.367 -1.439 -0.018 0.05 0.14 0.03
H -0.298 1.088 -1.624 0.17 -0.01 0.05
H 1.308 1.182 -2.349 -0.08 -0.03 0.13
H 2.220 -0.491 -0.833 -0.14 0.01 0.00
H 0.734 -1.172 -1.474 0.05 0.10 0.10
H 0.962 -1.539 1.002 -0.03 0.11 -0.02
H 1.043 1.782 -0.694 -0.04 -0.09 -0.12
H 1.406 0.211 2.609 -0.02 0.10 -0.13
```
Forces are in eV/Å.

Values from the calculation:
Energy above the lowest of the compared OMol25 structures with the same formula, charge and spin   343.28 kJ/mol
Frontier orbital gap (spin up / spin down)   8.231 / 7.477 eV

***

Computed, not measured: one molecule with the formula C6H10O, with ωB97M-V/def2-TZVPD.

Structure (XYZ):
```
17
Properties=species:S:1:pos:R:3:forces:R:3
O -1.369 -1.434 1.570 0.12 -0.05 0.44
C -0.721 -0.622 0.630 0.22 0.25 -0.06
C -0.563 -1.273 -0.698 -0.12 0.44 0.02
C -0.298 -0.358 -1.635 0.17 0.46 0.42
C 0.004 1.102 -1.077 0.18 -0.46 -0.57
C 1.144 0.880 -0.048 0.17 -0.09 -0.11
C 0.629 -0.037 1.090 0.01 0.03 0.01
H -1.262 -0.989 2.419 -0.17 -0.24 0.01
H -1.294 0.280 0.366 -0.52 -0.52 0.93
H -0.640 -2.358 -0.803 -0.01 0.42 -0.18
H -0.076 -0.707 -2.654 -0.11 0.79 0.30
H -0.765 1.692 -0.522 -0.13 -0.90 -0.75
H 0.269 1.772 -1.889 0.46 -0.09 -0.17
H 1.942 0.394 -0.607 0.18 -0.10 0.22
H 1.569 1.801 0.369 -0.28 -0.01 -0.21
H 1.359 -0.819 1.345 -0.27 0.13 -0.10
H 0.438 0.545 2.007 0.10 -0.06 -0.21
```
Forces are in eV/Å.

Values from the calculation:
Energy above the lowest of the compared OMol25 structures with the same formula, charge and spin   99.82 kJ/mol
Frontier orbital gap   10.240 eV

***

Computed, not measured: one molecule with the formula C6H10O, with ωB97M-V/def2-TZVPD.

Structure (XYZ):
```
17
Properties=species:S:1:pos:R:3:forces:R:3
C 0.344 0.575 -1.663 0.31 0.17 -0.56
C 0.798 -0.075 -0.603 0.13 -0.15 -0.59
C 2.141 0.184 0.012 0.05 -0.08 0.12
C -0.128 -1.099 -0.003 -0.03 -0.18 0.08
C -0.795 -0.251 1.054 -0.23 -0.12 0.36
C -2.147 0.370 0.836 -0.18 -0.02 -0.06
O -0.158 -0.087 2.063 -0.06 0.35 0.83
H -0.489 0.242 -2.270 -0.31 0.08 0.38
H 0.879 1.421 -2.043 0.35 0.30 -0.31
H 2.754 -0.702 -0.174 0.07 -0.03 0.05
H 2.086 0.302 1.090 -0.09 0.02 0.15
H 2.679 1.041 -0.408 -0.36 -0.11 -0.08
H 0.353 -1.904 0.547 0.28 -0.06 -0.15
H -0.782 -1.516 -0.766 -0.18 0.12 0.03
H -2.236 0.820 -0.146 0.08 0.02 -0.27
H -2.421 1.111 1.587 0.35 -0.11 0.07
H -2.878 -0.431 0.886 -0.19 -0.21 -0.06
```
Forces are in eV/Å.

Values from the calculation:
Energy above the lowest of the compared OMol25 structures with the same formula, charge and spin   36.43 kJ/mol
Frontier orbital gap   10.080 eV

***

Computed, not measured: one molecule with the formula C6H10O, with ωB97M-V/def2-TZVPD.

Structure (XYZ):
```
17
Properties=species:S:1:pos:R:3:forces:R:3
C -1.887 -0.711 -0.199 -0.08 -0.24 -0.04
C -0.535 -0.320 0.323 0.27 3.04 -2.06
O -0.533 -0.272 1.683 2.66 0.71 1.25
C -0.033 1.366 -0.346 -2.75 -2.61 1.18
C 1.361 1.260 -0.104 1.82 -1.09 0.47
C 1.796 -0.013 0.028 0.61 1.01 -0.82
C 0.714 -1.014 -0.212 -0.32 -0.38 0.38
H -2.136 -1.731 0.117 0.04 0.10 -0.04
H -1.905 -0.673 -1.292 -0.01 0.00 0.17
H -2.657 -0.043 0.197 0.14 -0.05 -0.05
H 0.447 0.028 1.856 -2.49 -0.71 0.14
H -0.398 1.249 -1.339 0.15 0.03 -1.17
H -0.510 2.232 0.069 -0.46 0.27 0.55
H 1.954 2.143 0.060 0.44 0.03 -0.07
H 2.839 -0.295 0.105 -0.02 0.04 0.25
H 0.894 -1.946 0.320 -0.02 -0.22 0.07
H 0.591 -1.259 -1.266 0.02 0.07 -0.21
```
Forces are in eV/Å.

Values from the calculation:
Energy above the lowest of the compared OMol25 structures with the same formula, charge and spin   119.15 kJ/mol
Frontier orbital gap   9.685 eV

***

Computed, not measured: a 2-piece molecular cluster, C6H10O overall, with ωB97M-V/def2-TZVPD.

Structure (XYZ):
```
17
Properties=species:S:1:pos:R:3:forces:R:3
O -1.078 0.498 1.743 0.20 0.00 -0.42
C -0.596 0.462 0.631 -0.07 0.04 0.19
C 0.224 1.603 0.064 -0.04 0.03 0.06
C 1.542 1.072 -0.453 0.06 -0.19 -0.05
C 1.779 -0.224 -0.656 -0.02 0.16 0.01
C 0.757 -1.311 -0.434 0.04 -0.02 0.01
C -0.665 -0.744 -0.280 -0.06 -0.03 0.05
H -0.341 2.083 -0.749 0.07 -0.07 0.12
H 0.367 2.352 0.848 0.02 -0.11 -0.10
H 2.327 1.804 -0.632 -0.10 -0.12 0.00
H 2.767 -0.539 -0.987 -0.13 0.06 0.02
H 1.020 -1.883 0.466 -0.01 0.08 -0.12
H 0.784 -2.025 -1.266 0.01 0.10 0.12
H -1.355 -1.487 0.126 0.12 0.12 -0.03
H -1.032 -0.421 -1.263 0.07 -0.01 0.14
H -3.692 -0.761 1.294 -0.04 -0.01 0.02
H -3.063 -0.493 1.588 -0.14 -0.06 -0.02
```
Forces are in eV/Å.

Values from the calculation:
Energy above the lowest of the compared OMol25 structures with the same formula, charge and spin   87.85 kJ/mol
Frontier orbital gap   10.266 eV

***

Computed, not measured: one molecule with the formula C6H10O, with ωB97M-V/def2-TZVPD.

Structure (XYZ):
```
17
Properties=species:S:1:pos:R:3:forces:R:3
C 0.995 -0.696 -1.952 -0.54 -0.58 -0.02
C 0.263 -1.250 -0.765 0.45 -0.14 -0.12
C -0.582 -0.851 1.497 -0.65 -1.01 0.84
C -0.566 -0.389 0.110 0.44 1.42 -0.20
C 0.105 1.039 0.245 -0.11 -0.03 -0.03
C -0.719 1.829 1.256 -0.08 0.06 -0.66
O -1.861 2.157 1.034 0.56 -0.06 0.32
H 1.997 -0.296 -1.742 -0.16 0.01 0.10
H 0.384 0.088 -2.412 0.26 -0.04 -0.08
H 1.116 -1.510 -2.677 0.11 0.25 -0.02
H 0.521 -2.237 -0.375 -0.08 0.23 -0.29
H -1.513 -1.148 1.973 0.28 0.07 0.05
H 0.357 -1.113 1.974 -0.09 0.07 0.00
H -1.578 -0.174 -0.270 0.16 -0.29 0.02
H 0.151 1.559 -0.719 -0.14 -0.01 0.20
H 1.126 0.912 0.618 -0.08 0.02 -0.05
H -0.196 2.078 2.206 -0.31 0.03 -0.08
```
Forces are in eV/Å.

Values from the calculation:
Energy above the lowest of the compared OMol25 structures with the same formula, charge and spin   361.59 kJ/mol
Frontier orbital gap (spin up / spin down)   7.887 / 8.708 eV

***

Quick rundown of E, same order as above: -8427.68252 -8430.20576 -8430.86277 -8430.00548 -8430.32989 -8427.49272 eV
Quick rundown of max |F|, same order as above: 0.36 1.18 0.91 3.97 0.46 1.50 eV/Å